a:
Formula: C5H12N4
Source: the Open Molecules 2025 dataset
Level of theory: wB97M-V/def2-TZVPD

ORCA input file:
```
! RIJCOSX wB97M-V def2-TZVPD def2/J DEFGRID3
* xyz 0 1
C -3.5918 0.2285 -0.1965
C -2.1720 -0.7508 0.3044
C 0.1996 -1.0536 0.5858
C 1.6259 -0.6434 -0.1168
C 1.3472 1.8670 0.1241
H -4.3930 -0.0594 0.4327
H -3.8657 0.0935 -1.6480
H -3.3691 1.3897 -0.0278
H -2.3593 -1.8746 0.2240
H -2.0149 -0.3243 1.4405
H -0.8064 -0.2661 -1.5202
H 0.1088 -0.4974 1.6664
H 0.1832 -2.0439 0.8509
H 1.8634 -2.3072 -0.4900
H 3.3617 0.7445 0.2952
H 1.8813 2.6610 0.3558
H -0.3150 0.8161 -0.6655
N -0.9790 -0.3038 -0.2784
N 2.4397 -1.5675 -0.4578
N 2.2508 0.6651 0.0867
N -0.1013 1.7464 -0.0818
*
```

Kohn-Sham gap = 8.32 eV

Here are the natural (NBO) charges for atoms 1 to 2, given in e: -0.59, -0.21

---

b:
Formula: C5H12N4
Source: the Open Molecules 2025 dataset
Level of theory: wB97M-V/def2-TZVPD

ORCA input file:
```
! RIJCOSX wB97M-V def2-TZVPD def2/J DEFGRID3
* xyz 0 1
C 3.5363 -0.9386 0.1879
C 2.1811 -0.9272 0.1201
C 1.9805 1.4386 -0.4140
C -2.3630 1.0724 0.2313
C -2.9990 -1.2876 -0.0177
N 1.3329 0.2016 -0.1024
N 0.0061 0.2797 0.0477
N -0.7800 -0.6865 -0.1820
N -2.0244 -0.2868 0.0282
H 3.9919 -1.8233 0.4332
H 4.0840 -0.1795 -0.3332
H 1.7180 -1.8254 0.6188
H 2.6725 1.8941 0.3183
H 1.2958 2.2859 -0.4564
H 2.5240 1.2678 -1.2841
H -2.5416 1.1822 1.2890
H -1.4787 1.5880 -0.1871
H -3.3021 1.3051 -0.2893
H -3.7130 -1.0543 -0.8043
H -2.6127 -2.2749 -0.2133
H -3.5085 -1.2314 1.0094
*
```

SMILES string = C=CN(C)/N=N/N(C)C
Kohn-Sham gap = 8.10 eV

Here are the natural (NBO) charges for atoms 1 to 2, given in e: -0.52, -0.01

---

Last place for stability: a

---

a:
Formula: C27H40BrIN4O3RhS2Si
Source: the Open Molecules 2025 dataset
Level of theory: wB97M-V/def2-TZVPD

ORCA input file:
```
! RIJCOSX wB97M-V def2-TZVPD def2/J DEFGRID3
* xyz 1 1
Rh -0.5219 0.0350 -0.9539
O 3.8751 -0.5763 -1.5863
C 4.1529 0.7365 -1.7544
C 5.5008 1.0770 -1.8600
C 5.8748 2.3927 -2.0272
C 4.9137 3.4013 -2.1000
C 3.5826 3.0676 -1.9986
C 3.1757 1.7384 -1.8214
C 1.7387 1.4485 -1.6567
O 1.3902 0.2000 -1.4037
N 0.8684 2.3976 -1.7405
N -0.4274 1.9491 -1.4191
C -1.2711 2.9329 -1.3633
S -0.7064 4.5252 -1.7976
C -2.3267 5.3160 -1.6394
C -3.0599 4.6212 -0.5152
S -2.9283 2.8396 -0.8087
H 2.9099 -0.6564 -1.4948
H 6.2331 0.2837 -1.8007
H 6.9255 2.6412 -2.1019
H 5.2099 4.4330 -2.2264
H 2.8188 3.8315 -2.0525
H -2.8641 5.2258 -2.5828
H -2.1540 6.3689 -1.4207
H -4.1212 4.8666 -0.4973
H -2.6164 4.8546 0.4530
C -5.8723 -1.1523 -1.1795
N -4.7382 -0.3159 -1.5294
C -3.4899 -0.5323 -1.1165
N -3.1966 -1.5525 -0.3037
O -2.5566 0.2419 -1.4862
H -6.7848 -0.6338 -1.4581
H -5.9027 -1.3217 -0.1027
H -5.8462 -2.1121 -1.6987
H -4.8496 0.4381 -2.1868
H -3.7977 -2.3243 -0.0803
H -2.2020 -1.5619 -0.1230
Br -3.0235 -4.5156 -2.2493
C -1.2943 -4.9460 -1.6176
C -1.1277 -6.1759 -0.9934
C 0.1209 -6.5538 -0.5276
C 1.2113 -5.7121 -0.6854
C 1.0524 -4.4861 -1.3109
C -0.2026 -4.1018 -1.7698
I -0.3210 -2.2381 -2.6868
H -1.9770 -6.8364 -0.8892
H 0.2392 -7.5150 -0.0465
H 2.1897 -6.0083 -0.3326
H 1.8998 -3.8272 -1.4410
C -1.9357 0.2322 2.1326
Si -0.2205 0.2159 1.3796
C 0.6054 -1.4798 1.7740
C 1.9140 -1.7405 1.0234
C 0.8672 -1.5474 3.2858
C -0.3722 -2.6055 1.4020
C 0.6916 1.7364 2.0962
C 0.3629 1.8256 3.6008
C 2.2125 1.6313 1.9155
C 0.2251 3.0527 1.4655
H -1.8311 0.2933 3.2175
H -2.5327 -0.6447 1.9011
H -2.4980 1.1082 1.7988
H 2.7019 -1.0339 1.2810
H 1.7723 -1.6975 -0.0539
H 2.2775 -2.7442 1.2705
H 1.6469 -0.8536 3.5979
H 1.2077 -2.5567 3.5411
H -0.0290 -1.3486 3.8775
H -0.5719 -2.6325 0.3273
H -1.3230 -2.5290 1.9342
H 0.0667 -3.5760 1.6554
H 0.5274 0.8978 4.1466
H -0.6672 2.1406 3.7688
H 1.0132 2.5843 4.0461
H 2.6396 0.8098 2.4922
H 2.6860 2.5532 2.2675
H 2.5011 1.4973 0.8720
H -0.8648 3.1224 1.4011
H 0.6517 3.1972 0.4780
H 0.5719 3.8834 2.0886
*
```

Kohn-Sham gap = 6.89 eV

Here are the Löwdin charges for atoms 1 to 2, given in e: 0.71, 0.06

---

b:
Formula: C27H40BrIN4O3RhS2Si
Source: the Open Molecules 2025 dataset
Level of theory: wB97M-V/def2-TZVPD

ORCA input file:
```
! RIJCOSX wB97M-V def2-TZVPD def2/J DEFGRID3
* xyz 1 1
Rh 1.0059 -0.2288 -0.4815
O -0.2186 4.0231 -1.4197
C -0.7106 3.7195 -2.6394
C -1.3123 4.7599 -3.3494
C -1.8421 4.5357 -4.6004
C -1.7831 3.2679 -5.1816
C -1.1901 2.2393 -4.4881
C -0.6459 2.4380 -3.2100
C -0.0685 1.2913 -2.5024
O 0.3659 1.4824 -1.2770
N -0.0179 0.1307 -3.0895
N 0.4595 -0.8818 -2.2472
C 0.3526 -2.0498 -2.7991
S -0.2013 -2.1520 -4.4484
C 0.0547 -3.9408 -4.5826
C -0.2366 -4.5431 -3.2265
S 0.6835 -3.5697 -2.0027
H 0.1346 3.2001 -1.0364
H -1.3490 5.7355 -2.8847
H -2.3076 5.3536 -5.1345
H -2.2013 3.0932 -6.1626
H -1.1329 1.2495 -4.9193
H 1.0793 -4.1408 -4.8946
H -0.6300 -4.3100 -5.3448
H 0.1129 -5.5717 -3.1466
H -1.3008 -4.5036 -2.9950
C 4.0496 -4.3255 1.6405
N 3.4325 -3.5971 0.5476
C 2.6593 -2.5206 0.7063
N 2.3759 -2.0498 1.9270
O 2.1862 -1.9371 -0.3054
H 4.4375 -5.2651 1.2583
H 3.3099 -4.5610 2.4064
H 4.8747 -3.7671 2.0874
H 3.6407 -3.8380 -0.4070
H 2.8376 -2.3139 2.7777
H 1.8045 -1.2215 1.8725
Br 4.9913 -0.0157 3.2348
C 3.8567 1.4715 3.5091
C 3.7525 1.9731 4.8002
C 2.9588 3.0782 5.0517
C 2.2711 3.6949 4.0163
C 2.3739 3.1995 2.7282
C 3.1603 2.0801 2.4739
I 3.2212 1.3995 0.4960
H 4.3058 1.5002 5.5993
H 2.8874 3.4627 6.0598
H 1.6591 4.5659 4.2056
H 1.8414 3.6779 1.9180
C -0.9104 -2.3282 1.3610
Si -1.0669 -0.6133 0.5884
C -1.0257 0.7014 2.0122
C -0.8722 2.1528 1.5572
C -2.3171 0.5793 2.8364
C 0.1417 0.3785 2.9523
C -2.6915 -0.6122 -0.4379
C -3.7768 -1.3140 0.4060
C -3.1660 0.8070 -0.7719
C -2.5954 -1.4104 -1.7417
H -1.8384 -2.5492 1.8939
H -0.0920 -2.4371 2.0673
H -0.7843 -3.0888 0.5882
H -1.7014 2.4994 0.9426
H 0.0465 2.2993 0.9879
H -0.8208 2.7991 2.4397
H -3.1925 0.9131 2.2814
H -2.2318 1.2179 3.7217
H -2.4980 -0.4384 3.1887
H 1.1086 0.4885 2.4543
H 0.0721 -0.6250 3.3781
H 0.1511 1.0860 3.7880
H -3.8748 -0.9292 1.4186
H -3.6021 -2.3891 0.4664
H -4.7397 -1.1682 -0.0912
H -3.4442 1.3691 0.1199
H -4.0544 0.7509 -1.4077
H -2.4160 1.3854 -1.3130
H -2.1170 -2.3831 -1.5967
H -2.0702 -0.8626 -2.5200
H -3.6083 -1.5980 -2.1109
*
```

Kohn-Sham gap = 6.99 eV

Here are the Löwdin charges for atoms 1 to 2, given in e: 0.73, 0.07

---

Last place for stability: a

---

a:
Formula: C5H9NS2
Source: the Open Molecules 2025 dataset
Level of theory: wB97M-V/def2-TZVPD

ORCA input file:
```
! RIJCOSX wB97M-V def2-TZVPD def2/J DEFGRID3
* xyz 0 1
C -1.0869 -0.6549 0.6293
C -0.7641 0.8435 0.7800
C 1.0876 -1.4078 0.3989
C -1.3903 1.6104 -0.3615
C 1.3625 -1.4635 -1.1533
N 0.6961 1.0247 0.9267
S -2.2860 -1.5334 0.9931
S 1.7649 -0.2463 1.3742
H -1.0583 1.2811 1.7989
H 0.9349 -2.3934 0.8936
H -2.5234 1.4817 -0.4517
H -1.0739 1.2611 -1.3176
H -1.2141 2.6019 -0.2067
H 2.0059 -0.5379 -1.3536
H 0.5090 -1.2190 -1.7580
H 1.9950 -2.2922 -1.4392
H 1.0409 1.6440 0.2469
*
```

Kohn-Sham gap (alpha / beta) = 7.16 / 7.16 eV

Here are the natural (NBO) charges for atoms 1 to 2, given in e: -0.12, -0.20

---

b:
Formula: C5H9NS2
Source: the Open Molecules 2025 dataset
Level of theory: wB97M-V/def2-TZVPD

ORCA input file:
```
! RIJCOSX wB97M-V def2-TZVPD def2/J DEFGRID3
* xyz 0 1
C 0.1456 1.0010 -0.6795
C -0.7887 1.9177 1.4595
C -1.6563 -1.4357 -0.8991
C 2.3338 -1.0448 -0.1993
C -0.7837 0.8679 0.3924
N 0.8322 1.1793 -1.5634
S -2.1813 -0.1666 0.3551
S 1.2082 -0.7881 1.1231
H -1.7633 1.7939 1.9899
H -0.7482 2.8998 0.9356
H 0.1676 1.9419 2.1082
H -2.4688 -2.1669 -0.6987
H -0.6111 -1.7114 -0.8057
H -1.6426 -1.0673 -1.9654
H 2.2000 -0.3153 -1.0607
H 2.2949 -2.0547 -0.6428
H 3.4618 -0.8508 0.1507
*
```

Kohn-Sham gap (alpha / beta) = 7.36 / 6.77 eV

Here are the natural (NBO) charges for atoms 1 to 2, given in e: 0.21, -0.67

---

Last place for stability: a

---

a:
Formula: C4H24BO20
Source: the Open Molecules 2025 dataset
Level of theory: wB97M-V/def2-TZVPD

ORCA input file:
```
! RIJCOSX wB97M-V def2-TZVPD def2/J DEFGRID3
* xyz -1 1
O -2.5819 1.7723 -0.5944
C -1.6895 1.0655 -0.1383
O -0.7248 0.5408 -0.7827
B 0.0370 -0.3470 0.1328
O -0.8465 -0.5545 1.3252
C -1.7106 0.4148 1.2732
O -2.5737 0.7216 2.0902
O 1.3141 0.2588 0.5149
C 2.3373 -0.4166 0.0476
O 3.4958 -0.0953 0.2373
C 1.7890 -1.6883 -0.6302
O 0.4931 -1.6316 -0.4913
O 2.4314 -2.5699 -1.2174
O 3.3678 2.6156 1.7186
H 4.2706 2.5700 2.0336
H 3.2132 1.7643 1.3091
O 2.9557 -2.2576 -4.2942
H 2.3219 -1.5845 -4.0463
H 3.2767 -2.6034 -3.4613
O -1.3291 -2.1886 -2.6335
H -1.1853 -2.1792 -3.5798
H -0.5764 -1.7209 -2.2717
O -4.3064 3.3235 2.0676
H -3.5667 2.7440 1.8852
H -5.0175 2.9833 1.5247
O 5.8677 -1.2347 0.8018
H 5.6977 -1.6504 1.6471
H 5.1122 -0.6645 0.6585
O 1.5727 -5.4361 -1.5128
H 2.3675 -5.3879 -0.9815
H 0.8739 -5.6148 -0.8836
O 3.7402 -0.2564 3.0999
H 4.3533 -0.0039 3.7903
H 2.9149 0.1603 3.3477
O -0.6963 3.6879 3.1313
H -1.2757 2.9451 3.3012
H -0.6621 4.1606 3.9629
O -5.9421 1.3177 -1.3822
H -5.1427 1.4807 -1.8829
H -6.4427 0.7058 -1.9218
O -1.6097 -3.8797 1.0858
H -1.0624 -3.1017 0.9789
H -1.6393 -4.2740 0.2141
O -3.4128 1.1830 -3.1170
H -3.0231 1.1909 -2.2427
H -2.8659 0.5781 -3.6181
O -1.4531 4.7431 -0.1076
H -1.3840 4.2642 -0.9335
H -1.0831 4.1495 0.5458
*
```

Kohn-Sham gap = 10.30 eV

Here are the natural (NBO) charges for atoms 1 to 2, given in e: -0.59, 0.69

---

b:
Formula: C4H24BO20
Source: the Open Molecules 2025 dataset
Level of theory: wB97M-V/def2-TZVPD

ORCA input file:
```
! RIJCOSX wB97M-V def2-TZVPD def2/J DEFGRID3
* xyz -1 1
O 3.0323 -0.1643 -1.4980
C 1.9465 -0.2177 -0.9878
O 1.6897 -0.2593 0.3039
B 0.2256 -0.2673 0.4966
O -0.3585 -0.3747 -0.8549
C 0.6322 -0.2880 -1.7540
O 0.4686 -0.3122 -2.9294
O -0.1531 0.9980 1.1362
C -0.8157 0.7729 2.2473
O -1.2552 1.5585 3.0308
C -0.8847 -0.7517 2.4284
O -0.3027 -1.3196 1.3894
O -1.4747 -1.3208 3.3006
O -0.3063 -0.5527 -5.7646
H -0.2460 -0.3556 -4.8125
H -1.0083 -1.2019 -5.8333
O -4.1300 -2.4308 4.0211
H -3.1978 -2.2736 3.8101
H -4.6088 -1.8429 3.4278
O -3.5653 3.1532 2.1538
H -4.1400 3.2313 2.9216
H -2.9234 2.4664 2.3983
O -0.4268 4.4153 2.9549
H -0.7848 3.7252 3.5291
H -0.0533 5.0748 3.5508
O -1.9861 2.2717 -1.4116
H -1.7991 2.6628 -2.2714
H -1.4555 1.4651 -1.3900
O -3.8951 -0.6614 -0.0724
H -4.2214 0.0644 -0.6171
H -2.9419 -0.6556 -0.2116
O -1.5271 -2.3630 -3.3028
H -0.9945 -2.8739 -2.6826
H -1.4114 -2.8137 -4.1449
O -0.6203 -4.2043 2.4473
H -0.8432 -3.2896 2.6776
H 0.0672 -4.1191 1.7789
O 5.4488 -1.0307 -0.4560
H 5.3848 -0.4769 0.3281
H 4.7189 -0.7224 -1.0318
O 3.4654 -3.7693 -1.0392
H 3.9476 -2.9740 -0.7767
H 4.1362 -4.3414 -1.4241
O 3.9927 2.1381 -3.0284
H 4.1131 1.2673 -2.6278
H 4.8690 2.3930 -3.3346
O 1.5556 3.6966 0.9898
H 0.8330 4.0227 1.5608
H 1.8037 2.8516 1.3743
*
```

Kohn-Sham gap = 10.56 eV

Here are the natural (NBO) charges for atoms 1 to 2, given in e: -0.62, 0.73

---

Last place for stability: a

---

a:
Formula: C2H4NO2
Source: the Open Molecules 2025 dataset
Level of theory: wB97M-V/def2-TZVPD

ORCA input file:
```
! RIJCOSX wB97M-V def2-TZVPD def2/J DEFGRID3
* xyz -1 1
C 0.2231 0.8004 -0.7188
C -0.4226 -0.4205 -0.2643
N -0.4032 -0.9186 1.3066
O 0.8097 -1.6292 1.3027
O -1.2256 0.6256 -0.7902
H 0.5534 1.6420 0.0517
H 0.7937 1.0687 -1.5996
H -0.2480 -1.2645 -1.0051
H -0.0805 0.0961 1.7170
*
```

SMILES string = [O-]N[C@@H]1CO1
Kohn-Sham gap = 6.04 eV

Here are the natural (NBO) charges for atoms 1 to 2, given in e: -0.15, 0.17

---

b:
Formula: C2H4NO2
Source: the Open Molecules 2025 dataset
Level of theory: wB97M-V/def2-TZVPD

ORCA input file:
```
! RIJCOSX wB97M-V def2-TZVPD def2/J DEFGRID3
* xyz -1 1
C -1.3994 -0.3943 1.0994
N -0.0206 -0.4327 0.8435
C 0.4739 0.1680 -0.4826
O 1.6891 0.0885 -0.6818
O -0.3872 0.6541 -1.1352
H -1.8721 0.6411 1.3097
H -1.6898 -1.0361 1.9078
H -1.9004 -0.7341 0.1707
H 0.7442 -0.4254 1.5428
*
```

SMILES string = CNC(=O)[O-]
Kohn-Sham gap = 8.15 eV

Here are the natural (NBO) charges for atoms 1 to 2, given in e: -0.39, -0.77

---

c:
Formula: C2H4NO2
Source: the Open Molecules 2025 dataset
Level of theory: wB97M-V/def2-TZVPD

ORCA input file:
```
! RIJCOSX wB97M-V def2-TZVPD def2/J DEFGRID3
* xyz -1 1
O 2.2362 -0.2950 1.2395
C 1.0293 -0.2079 0.9228
N 0.5515 0.2865 -0.1996
C -1.1854 0.0759 -0.6458
O -1.7647 -0.8167 0.0294
H 0.2713 -0.5414 1.6449
H 1.2930 0.5104 -0.8560
H -0.9979 -0.1366 -1.7139
H -1.4333 1.1247 -0.4213
*
```

SMILES string = O=CNC[O-]
Kohn-Sham gap = 8.25 eV

Here are the natural (NBO) charges for atoms 1 to 2, given in e: -0.76, 0.49

---

Last place for stability: a

---

a:
Formula: C7H14O
Source: the Open Molecules 2025 dataset
Level of theory: wB97M-V/def2-TZVPD

ORCA input file:
```
! RIJCOSX wB97M-V def2-TZVPD def2/J DEFGRID3
* xyz 0 1
C 0.7416 -1.6332 1.1915
C 0.0127 -0.2884 1.1833
C -0.7210 -0.0198 -0.1111
C -0.1200 0.2386 -1.2661
C 1.3583 0.2716 -1.4678
C 1.9431 -0.6432 -2.2247
C -2.2366 -0.1309 -0.0505
H 1.6435 -1.6208 0.5915
H 0.0925 -2.4301 0.8286
H 1.0640 -1.8857 2.2079
H -0.6793 -0.1806 2.0347
H 0.6906 0.5007 1.4974
H -0.6570 0.4409 -2.1920
H 1.8985 1.1370 -1.0936
H 3.0121 -0.6995 -2.3815
H 1.4300 -1.5010 -2.6483
H -2.6783 -0.5855 -0.9390
H -2.6650 0.8689 -0.0188
H -2.6037 -0.6494 0.8170
H -0.3795 3.6182 0.9877
H -0.9894 2.3438 1.5318
O -0.1571 2.8485 1.5221
*
```

SMILES string = C=C/C=C(/C)CC.O
Kohn-Sham gap = 9.65 eV

Here are the natural (NBO) charges for atoms 1 to 2, given in e: -0.60, -0.46

---

b:
Formula: C7H14O
Source: the Open Molecules 2025 dataset
Level of theory: wB97M-V/def2-TZVPD

ORCA input file:
```
! RIJCOSX wB97M-V def2-TZVPD def2/J DEFGRID3
* xyz 0 1
C -1.2481 0.0061 1.8518
C -1.0264 -0.2547 0.3387
C 0.4556 -0.1470 0.0656
C 1.3445 -1.1215 0.2674
C 1.0636 -2.3048 1.1681
C 1.0430 0.9860 -2.1544
C 0.9040 0.9635 -0.8412
H -0.7666 -0.7355 2.4671
H -2.3087 0.1781 2.0451
H -0.7663 0.9270 2.2043
H -1.5617 0.5140 -0.1899
H -1.4205 -1.2615 0.2069
H 2.3146 -1.1371 -0.2121
H 1.6503 -3.1747 0.8573
H 0.0429 -2.6810 1.1154
H 1.3693 -2.0522 2.1837
H 1.4404 1.8974 -2.5854
H 0.7159 0.1763 -2.7938
H 1.2782 1.8049 -0.2653
H -0.9963 2.4654 -2.4622
H -2.2346 2.4136 -1.7206
O -1.2928 2.5376 -1.5463
*
```

SMILES string = C=C/C(=C/C)CC.O
Kohn-Sham gap = 9.63 eV

Here are the natural (NBO) charges for atoms 1 to 2, given in e: -0.60, -0.44

---

Last place for stability: b